[1]
Formula: C21H23N3O4S2Y
Source: OMol25
Level of theory: ωB97M-V with the def2-TZVPD basis set

Geometry as XYZ:
```
54
Properties=species:S:1:pos:R:3:forces:R:3
Y 8.887 15.798 5.712 1.264 -0.981 0.905
C 13.118 15.658 6.030 -0.697 0.821 -0.003
C 11.812 14.984 6.365 1.559 1.361 1.641
N 11.082 14.721 5.282 -2.584 -0.440 0.123
N 10.439 13.474 5.500 0.411 0.115 -2.569
C 9.655 13.131 4.492 1.124 -0.601 3.140
S 8.510 14.091 3.703 -1.032 0.747 -1.903
S 9.716 11.428 4.110 -0.715 -2.220 0.452
C 10.502 10.587 5.668 -1.404 0.587 0.113
C 10.397 9.071 5.752 0.878 -0.040 -2.155
C 10.820 8.332 4.594 -1.349 0.408 1.343
C 10.531 6.994 4.464 0.524 -0.703 -0.812
C 10.006 6.301 5.557 0.004 0.847 -0.068
C 9.647 6.983 6.717 1.205 0.930 -1.650
C 9.868 8.373 6.819 -1.141 0.007 0.526
C 11.553 14.539 7.716 0.298 0.410 -0.635
C 12.659 14.127 8.502 -0.163 0.542 -0.291
C 12.473 13.641 9.777 2.119 -1.303 0.695
C 11.197 13.386 10.239 -1.051 0.889 0.721
C 10.095 13.937 9.547 -0.099 0.180 -0.405
C 10.241 14.609 8.305 0.475 -1.377 1.426
O 9.207 15.248 7.760 0.173 -0.239 -0.739
H 12.913 16.338 5.190 0.169 -0.108 0.081
H 13.470 16.267 6.867 0.236 -0.162 -0.071
H 13.886 14.971 5.682 0.270 -0.244 0.069
H 11.492 10.982 5.606 0.746 -0.010 0.465
H 9.957 10.996 6.530 0.418 0.235 -0.317
H 11.198 8.893 3.780 0.407 0.439 -0.768
H 10.697 6.453 3.478 -0.002 0.744 1.446
H 9.899 5.249 5.438 -0.428 -0.712 0.230
H 9.172 6.458 7.481 -0.586 -0.735 1.365
H 9.462 8.910 7.707 0.511 -0.348 -0.755
H 13.680 14.204 8.086 -0.720 -0.064 0.211
H 13.417 13.322 10.350 -1.657 0.412 -0.692
H 11.011 12.964 11.237 0.216 0.064 -0.515
H 9.091 13.888 10.002 0.539 0.042 -0.323
N 6.466 15.331 6.334 -1.484 0.156 -0.574
C 5.583 16.375 6.947 -0.714 0.166 -1.211
C 5.771 17.742 6.275 0.608 0.169 -0.586
C 7.152 18.361 6.697 0.877 -0.890 -1.774
O 7.289 19.267 7.486 -0.277 -0.511 -0.269
O 8.161 17.753 6.013 -1.641 1.589 1.072
H 5.904 14.929 5.540 1.083 0.328 0.974
H 6.567 14.598 7.017 0.181 -0.571 0.170
H 5.757 16.550 8.000 0.450 -0.445 0.293
H 4.501 16.078 6.864 0.897 0.149 0.024
H 4.949 18.331 6.632 -0.242 0.732 0.311
H 5.680 17.751 5.141 0.300 -0.386 1.314
C 4.773 10.237 7.237 -0.686 0.004 1.116
C 6.015 10.927 7.532 -0.696 2.590 1.514
O 7.160 11.203 7.563 0.250 -1.277 -0.882
H 3.906 10.964 7.101 1.270 -0.804 0.315
H 4.602 9.668 8.203 -0.077 0.483 -1.124
H 4.784 9.569 6.410 -0.015 -0.977 -0.967
```
Forces are in eV/Å.

## Properties
Lowest unoccupied orbital energy (spin up / spin down) in eV: 2.1 / 2.2
Net charge: -1
Spin multiplicity: 1
Highest occupied orbital energy (spin up / spin down) in eV: -1.4180 / -3.9174

natural (NBO) population analysis, charges in e, atoms 1 to 5: Y 2.074; C -0.642; C 0.100; N -0.558; N -0.416

***

[2]
Formula: C21H23NO4
Source: OMol25
Level of theory: ωB97M-V with the def2-TZVPD basis set

Geometry as XYZ:
```
49
Properties=species:S:1:pos:R:3:forces:R:3
C -6.865 -1.541 0.514 -0.081 0.139 0.204
C -7.288 -0.220 1.145 -0.055 0.023 -0.255
C -6.828 1.014 0.367 0.106 -0.054 0.275
C -5.303 1.154 0.283 0.090 0.001 -0.254
C -4.745 0.644 -1.045 -0.457 -0.135 0.243
O -3.319 0.689 -1.062 0.275 0.179 -0.087
C -2.682 -0.335 -0.483 -0.121 -0.220 0.080
O -3.246 -1.277 0.020 0.016 0.078 -0.035
C -1.206 -0.189 -0.539 0.280 0.030 0.001
C -0.597 0.942 -1.076 -0.118 -0.162 0.053
C 0.780 1.036 -1.112 0.168 -0.066 0.003
C 1.557 0.002 -0.602 -0.434 -0.010 0.018
N 2.970 0.103 -0.633 -0.496 -0.022 -0.040
C 3.659 1.261 -0.289 0.349 0.058 -0.041
O 3.146 2.286 0.069 -0.023 0.153 0.064
C 5.138 0.975 -0.416 0.035 0.305 -0.006
C 5.231 -0.477 -0.881 0.065 -0.248 -0.159
C 3.801 -0.952 -0.999 0.348 0.067 -0.200
O 3.423 -2.038 -1.344 -0.007 -0.176 -0.003
C 5.968 -1.179 0.296 -0.056 -0.233 0.002
C 7.364 -0.605 0.273 0.072 -0.107 0.096
C 7.284 0.656 0.676 0.061 0.040 0.139
C 5.834 0.947 0.975 -0.098 0.186 0.140
C 5.384 -0.423 1.495 -0.011 -0.049 0.156
C 0.957 -1.129 -0.059 0.098 0.096 -0.015
C -0.420 -1.221 -0.034 -0.203 0.137 -0.043
H -7.223 -1.607 -0.511 -0.013 -0.059 -0.138
H -7.288 -2.372 1.075 -0.005 -0.128 -0.007
H -5.784 -1.651 0.519 0.145 -0.058 -0.067
H -6.892 -0.165 2.162 -0.045 0.043 0.062
H -8.379 -0.192 1.216 0.004 0.007 0.095
H -7.246 0.984 -0.642 -0.111 0.054 -0.075
H -7.238 1.896 0.863 -0.037 0.028 -0.108
H -4.838 0.592 1.095 0.046 0.013 0.029
H -5.010 2.200 0.393 0.047 -0.024 0.020
H -5.068 -0.384 -1.227 0.005 0.145 -0.048
H -5.062 1.284 -1.872 0.023 -0.088 0.078
H -1.206 1.741 -1.467 -0.024 0.060 -0.032
H 1.255 1.911 -1.527 0.029 0.048 -0.010
H 5.601 1.711 -1.074 -0.103 -0.043 0.001
H 5.753 -0.637 -1.825 -0.117 0.017 0.023
H 5.880 -2.261 0.283 -0.006 -0.014 -0.009
H 8.227 -1.142 -0.073 0.238 -0.039 -0.124
H 8.067 1.389 0.736 0.227 0.130 -0.070
H 5.621 1.819 1.587 -0.007 0.014 0.001
H 5.872 -0.691 2.430 0.002 0.002 -0.006
H 4.306 -0.525 1.609 -0.111 -0.011 0.009
H 1.564 -1.930 0.330 0.041 -0.045 0.009
H -0.909 -2.090 0.381 -0.029 -0.062 0.032
```
Forces are in eV/Å.

## Properties
Lowest unoccupied orbital energy in eV: 0.4
ΔE to the lowest compared entry with this formula, charge and spin in kcal/mol: 28.8
Net charge: 0
Spin multiplicity: 1
Highest occupied orbital energy in eV: -9.2909

natural (NBO) population analysis, charges in e, atoms 1 to 5: C -0.621; C -0.386; C -0.396; C -0.432; C -0.071

***

[3]
Formula: C21H23NO4
Source: OMol25
Level of theory: ωB97M-V with the def2-TZVPD basis set

Geometry as XYZ:
```
49
Properties=species:S:1:pos:R:3:forces:R:3
C 1.960 -1.692 -0.501 -0.757 -0.189 0.593
N 0.714 -1.207 0.158 -0.285 -0.843 0.097
C 0.347 0.139 -0.278 4.298 -0.384 3.119
C -0.362 0.405 -1.470 -2.661 1.295 -3.911
C 0.460 1.584 -2.315 -0.579 -0.093 0.002
C 1.276 2.446 -1.371 0.577 0.022 0.580
C 2.639 2.113 -1.134 -0.777 -0.351 0.108
C 3.222 2.366 0.109 0.106 0.295 -0.169
C 2.506 3.063 1.085 -0.060 -0.133 -0.017
C 1.224 3.541 0.805 0.099 0.220 -0.315
C 0.637 3.286 -0.440 0.190 -0.059 0.014
C -1.739 0.991 -1.143 -0.186 0.572 0.799
O -1.897 1.938 -0.403 -0.054 -1.068 -0.959
O -2.804 0.404 -1.751 -0.494 -0.302 0.359
C -2.896 -1.050 -1.715 0.074 0.850 -0.378
C -2.907 -1.594 -0.311 -0.101 0.080 0.445
C -4.210 -1.364 -2.459 0.278 0.013 -0.254
O -1.708 -1.541 -2.363 0.122 0.158 -0.458
C -0.555 -0.812 -2.391 0.915 -0.110 -1.280
O 0.316 -1.116 -3.183 -1.190 -0.089 1.018
C 0.662 -1.321 1.576 0.139 0.571 -0.202
C -0.538 -1.037 2.269 0.570 -0.441 0.132
C -0.608 -1.294 3.637 0.113 0.344 -0.320
C 0.530 -1.690 4.343 -0.025 -0.061 0.046
C 1.750 -1.780 3.678 -0.159 0.127 0.040
C 1.830 -1.574 2.306 -0.452 -0.135 -0.084
H 2.284 -2.613 -0.008 -0.204 0.026 -0.180
H 1.742 -1.914 -1.550 0.209 0.230 0.253
H 2.790 -0.979 -0.402 -0.130 0.119 -0.166
H -0.063 0.715 0.544 -0.054 -0.067 0.130
H 1.365 0.561 -0.433 -0.822 0.027 0.451
H 1.114 1.044 -3.012 -0.261 0.131 0.181
H -0.281 2.170 -2.878 0.238 -0.220 0.090
H 3.165 1.484 -1.865 -0.235 0.240 0.296
H 4.213 1.958 0.343 -0.348 0.338 -0.186
H 2.944 3.229 2.069 -0.118 -0.084 -0.235
H 0.662 4.084 1.574 0.287 -0.137 -0.424
H -0.360 3.672 -0.655 0.279 -0.325 0.172
H -2.337 -0.912 0.321 -0.155 -0.360 -0.025
H -3.922 -1.688 0.087 0.163 0.202 -0.059
H -2.444 -2.582 -0.292 0.020 0.164 -0.013
H -4.223 -0.929 -3.465 0.180 -0.134 0.232
H -4.431 -2.438 -2.528 0.428 0.231 0.070
H -5.045 -0.919 -1.895 0.487 -0.012 -0.087
H -1.387 -0.605 1.737 0.302 -0.358 0.362
H -1.557 -1.130 4.148 0.247 -0.055 -0.014
H 0.467 -1.883 5.415 0.045 0.070 -0.307
H 2.663 -1.972 4.222 -0.005 -0.076 0.135
H 2.788 -1.559 1.786 -0.259 -0.237 0.314
```
Forces are in eV/Å.

## Properties
Lowest unoccupied orbital energy in eV: 0.7
ΔE to the lowest compared entry with this formula, charge and spin in kcal/mol: 83.9
Net charge: 0
Spin multiplicity: 1
Highest occupied orbital energy in eV: -8.0086

natural (NBO) population analysis, charges in e, atoms 1 to 5: C -0.428; N -0.466; C -0.293; C -0.287; C -0.383

***

[4]
Formula: C21H24BrF10N3O15
Source: OMol25
Level of theory: ωB97M-V with the def2-TZVPD basis set

Geometry as XYZ:
```
74
Properties=species:S:1:pos:R:3:forces:R:3
C 3.270 -0.189 2.431 -0.118 -0.385 0.509
N 3.382 -0.614 1.004 -0.518 0.967 -0.319
C 3.069 0.484 0.052 -0.830 0.934 0.137
C 1.516 0.998 0.144 2.011 -0.156 0.352
Br 1.385 2.474 -1.218 -0.373 -0.642 1.110
O 0.612 -0.096 -0.092 -0.274 1.490 1.823
C -0.484 -0.140 0.836 -1.493 -0.606 -0.367
C -0.646 -1.646 1.457 0.812 0.764 0.991
N -0.181 -2.719 0.534 0.208 1.105 1.411
N -1.216 -3.304 -0.193 0.951 -4.757 -0.806
C -0.664 -4.008 -1.406 -2.640 0.011 -5.812
O -1.313 -3.978 -2.477 3.384 -0.177 5.302
F 0.545 -4.756 -1.391 -2.595 2.115 1.154
C -1.914 -4.371 0.557 -2.384 -1.223 3.745
O -2.293 -4.322 1.741 1.926 0.179 -5.145
F -2.238 -5.581 -0.170 1.060 3.197 1.045
C -1.868 0.318 0.101 0.318 0.779 -0.974
F -2.344 -0.650 -0.846 0.973 1.844 1.991
F -1.691 1.542 -0.657 -0.169 -2.978 1.661
C -3.076 0.606 1.125 -1.265 1.514 0.190
F -3.422 2.016 1.028 0.765 -2.977 0.480
F -2.770 0.369 2.499 -0.349 0.327 -2.892
H 2.206 0.194 2.701 1.681 -0.478 -0.177
H 4.054 0.625 2.678 -1.349 -1.255 -0.541
H 3.498 -1.104 3.095 -0.388 1.473 -0.981
H 2.793 -1.430 0.782 0.349 0.586 0.346
H 3.261 0.231 -1.047 -0.066 0.108 1.638
H 3.695 1.406 0.364 -1.036 -1.549 -0.729
H 1.424 1.508 1.161 -0.528 -0.808 -1.458
H -0.387 0.548 1.745 0.097 -0.715 -1.418
H 0.082 -1.662 2.362 -1.196 -0.040 -1.555
H -1.689 -1.824 1.911 1.567 0.253 -0.908
H 0.431 -3.411 0.991 -0.644 0.484 -0.134
H -4.031 0.035 0.810 1.696 0.757 0.780
O -1.187 -3.038 6.413 -1.068 -0.276 -0.516
C -2.272 -3.275 5.965 1.716 0.278 0.483
O -2.658 -2.966 4.694 0.103 -0.061 0.667
C -3.951 -3.526 4.515 -0.300 0.106 -1.019
C -4.450 -3.635 5.920 -0.365 -0.558 0.318
F -5.278 -4.697 6.061 -0.162 0.031 0.128
O -3.274 -3.880 6.663 0.085 0.617 -0.470
H -3.860 -4.499 4.023 -0.101 -0.009 0.217
H -4.577 -2.879 3.900 0.229 0.059 0.049
H -4.941 -2.731 6.295 -0.088 -0.166 0.067
O 6.580 2.432 2.340 0.272 -0.802 -0.831
C 6.899 1.695 1.451 -0.244 0.970 1.416
O 8.186 1.338 1.178 -0.669 0.225 0.046
C 8.127 0.360 0.150 0.964 -0.324 -0.179
C 6.808 0.649 -0.491 -0.590 -0.603 -0.328
F 6.246 -0.482 -0.976 -0.070 0.056 -0.178
O 6.020 1.117 0.585 0.855 0.436 0.043
H 8.169 -0.638 0.596 -0.240 0.029 -0.132
H 8.961 0.470 -0.544 -0.030 0.153 0.193
H 6.847 1.410 -1.276 -0.126 -0.138 -0.037
O -5.620 5.607 -3.788 -0.017 -1.034 0.663
C -5.589 4.601 -3.140 -0.157 1.687 -0.727
O -5.370 4.563 -1.795 -0.048 -0.085 -0.736
C -5.542 3.212 -1.393 0.166 -0.052 1.092
C -5.291 2.465 -2.663 -0.334 -0.521 -0.271
F -6.029 1.330 -2.714 0.064 -0.214 -0.082
O -5.760 3.351 -3.658 0.471 0.296 0.447
H -6.560 3.073 -1.016 0.016 -0.153 -0.234
H -4.837 2.944 -0.605 0.000 0.243 -0.119
H -4.238 2.231 -2.846 -0.114 -0.154 -0.027
O 2.793 1.301 -3.646 -0.377 0.531 -1.206
C 2.244 1.902 -4.524 0.739 -0.810 1.547
O 1.018 2.487 -4.401 0.582 -0.340 -0.247
C 0.786 3.203 -5.605 -0.906 0.488 0.097
C 1.678 2.496 -6.575 0.443 0.307 -0.519
F 2.143 3.348 -7.519 0.029 -0.072 -0.205
O 2.763 2.080 -5.772 -0.648 -0.175 0.250
H 1.064 4.252 -5.464 0.149 -0.104 -0.196
H -0.265 3.155 -5.895 0.082 -0.107 0.208
H 1.220 1.626 -7.054 0.108 0.107 -0.121
```
Forces are in eV/Å.

## Properties
Lowest unoccupied orbital energy in eV: -0.1
Net charge: 0
Spin multiplicity: 1
Highest occupied orbital energy in eV: -8.9936

Löwdin population analysis, charges in e, atoms 1 to 5: C -0.132; N -0.128; C -0.244; C -0.620; Br 0.764